{
  "formula": "C4H9NO2",
  "method": "ωB97M-V/def2-TZVPD",
  "species": ["H", "N", "C", "O", "H", "H", "C", "C", "C", "O", "H", "H", "H", "H", "H", "H"],
  "coordinates": [[-1.991, -0.013, -2.443], [-1.301, 0.263, -1.751], [-1.714, 1.251, -1.075], [-0.987, 1.799, -0.093], [-2.669, 1.773, -1.189], [-0.211, 1.213, 0.026], [1.694, -1.082, -0.519], [0.595, -1.007, 0.497], [0.586, -0.204, 1.560], [-0.455, -0.214, 2.452], [1.263, -1.009, -1.524], [2.242, -2.028, -0.451], [2.418, -0.269, -0.394], [-0.282, -1.629, 0.336], [1.413, 0.473, 1.786], [-0.601, 0.682, 2.780]],
  "atomic_forces_ev_per_a": [[0.01, 0.04, 0.04], [-0.22, 0.33, 0.15], [-0.07, -0.17, -0.25], [0.08, -0.10, -0.08], [0.14, -0.10, -0.02], [-0.08, 0.03, 0.02], [0.08, 0.04, 0.00], [-0.06, 0.17, 0.21], [0.25, -0.15, -0.39], [-0.07, 0.14, 0.12], [0.10, 0.01, 0.18], [-0.10, 0.10, -0.03], [-0.09, -0.12, 0.01], [0.10, 0.03, 0.05], [-0.11, -0.10, -0.02], [0.04, -0.16, 0.01]],
  "total_energy_ha": -363.01033,
  "homo_ev": -8.9,
  "multiplicity": 1,
  "de_lowest_kcal_mol": 47.19,
  "charge": 0
}

***

{
  "formula": "C4H9NO2",
  "method": "ωB97M-V/def2-TZVPD",
  "species": ["C", "N", "C", "C", "C", "O", "O", "H", "H", "H", "H", "H", "H", "H", "H", "H"],
  "coordinates": [[-2.562, 0.002, -0.684], [-1.106, 0.052, -1.028], [2.525, 0.145, -0.648], [-0.872, -0.335, 0.209], [0.063, 0.321, 1.266], [0.500, -0.743, 2.063], [0.244, 1.464, 1.446], [-3.133, 0.377, -1.538], [-2.918, -1.009, -0.458], [-2.877, 0.568, 0.212], [1.653, 0.780, -0.832], [3.238, 0.379, -1.439], [2.285, -0.912, -0.733], [2.994, 0.576, 0.237], [-1.204, -1.284, 0.633], [1.171, -0.380, 1.293]],
  "atomic_forces_ev_per_a": [[-2.66, 0.45, -0.49], [0.13, -1.20, 2.61], [-0.07, 1.15, -0.52], [1.58, 0.15, -1.19], [-3.64, 0.68, 2.02], [1.37, 2.35, -3.73], [-0.05, 0.89, -0.49], [0.28, 0.24, 0.05], [0.30, -0.12, -0.46], [0.20, 0.30, -0.31], [-0.03, -0.17, -0.28], [-0.12, -0.12, -0.14], [0.17, -0.11, 0.56], [0.01, -0.80, 0.43], [-0.14, -0.24, -0.38], [2.67, -3.45, 2.32]],
  "total_energy_ha": -362.51259,
  "homo_ev": [-16.6, -16.8],
  "multiplicity": 2,
  "de_lowest_kcal_mol": 155.24,
  "charge": 1
}

***

{
  "formula": "C4H9NO2",
  "method": "ωB97M-V/def2-TZVPD",
  "species": ["C", "N", "C", "C", "C", "O", "O", "H", "H", "H", "H", "H", "H", "H", "H", "H"],
  "coordinates": [[1.926, -0.848, -0.426], [0.821, -0.063, 0.008], [1.055, 1.323, 0.334], [-0.472, -0.488, -0.413], [-1.604, -0.005, 0.504], [-2.846, -0.445, 0.070], [3.041, -0.432, -0.374], [1.666, -1.837, -0.809], [0.698, 1.993, -0.449], [2.113, 1.476, 0.505], [0.513, 1.553, 1.249], [-0.635, -0.083, -1.422], [-0.449, -1.572, -0.563], [-1.621, 1.080, 0.509], [-1.397, -0.306, 1.549], [-2.809, -1.347, -0.272]],
  "atomic_forces_ev_per_a": [[0.96, -0.64, 0.15], [-0.10, 0.89, -1.06], [0.34, -0.12, 0.77], [-0.20, -0.46, -0.03], [0.09, -0.05, 0.72], [-0.04, -0.04, -0.45], [-0.18, 0.22, 0.06], [-0.26, -0.08, 0.00], [-0.17, -0.13, -0.22], [0.11, -0.01, -0.07], [-0.19, 0.07, 0.11], [-0.05, 0.27, -0.06], [-0.09, 0.02, 0.28], [-0.15, 0.19, -0.12], [0.05, -0.16, -0.33], [-0.11, 0.02, 0.26]],
  "total_energy_ha": -362.69429,
  "homo_ev": [-15.2, -15.1],
  "multiplicity": 2,
  "de_lowest_kcal_mol": 41.22,
  "charge": 1
}

***

{
  "formula": "C4H9NO2PS2",
  "method": "ωB97M-V/def2-TZVPD",
  "species": ["C", "C", "C", "C", "N", "O", "O", "P", "S", "S", "H", "H", "H", "H", "H", "H", "H", "H", "H"],
  "coordinates": [[0.825, -0.459, -0.480], [-1.026, 0.089, -2.067], [-2.024, -1.547, 0.696], [2.509, 1.484, 1.212], [0.162, -0.271, -1.450], [2.890, -1.683, -1.461], [2.868, -1.615, 1.173], [2.587, -0.977, -0.187], [-2.628, 0.165, 0.413], [3.550, 0.951, -0.075], [-1.855, 0.314, -1.149], [-1.672, -0.770, -2.609], [-0.948, 0.923, -2.795], [-0.957, -1.368, 0.924], [-2.255, -2.156, -0.198], [-2.708, -1.903, 1.492], [2.793, 1.084, 2.192], [1.426, 1.118, 1.064], [2.767, 2.614, 1.165]],
  "atomic_forces_ev_per_a": [[-1.19, 0.65, -2.71], [-1.95, -1.27, -2.20], [-0.92, 0.88, -0.17], [-0.95, 1.62, 1.29], [-0.12, -0.17, 2.19], [-0.27, 0.54, 0.40], [-1.48, 1.33, -2.21], [3.22, -2.16, 1.83], [-0.53, 0.43, 0.19], [-0.03, -1.64, -1.67], [0.60, 0.09, 0.22], [2.15, 1.43, 1.21], [0.34, -0.42, 0.68], [-0.70, -1.21, 0.20], [0.71, 0.14, 0.39], [1.05, -0.19, -0.12], [0.17, 0.12, -0.22], [1.39, 1.43, 0.12], [-1.50, -1.58, 0.58]],
  "total_energy_ha": -1500.78269,
  "homo_ev": [-4.0, -4.0],
  "multiplicity": 1,
  "de_lowest_kcal_mol": 47.78,
  "charge": -1
}

***

{
  "formula": "C4H9NO2S",
  "method": "ωB97M-V/def2-TZVPD",
  "species": ["C", "S", "C", "C", "O", "C", "O", "H", "H", "H", "H", "H", "H", "N", "H", "H", "H"],
  "coordinates": [[2.005, 1.613, -0.804], [0.841, 0.282, -1.205], [-0.291, 0.394, 0.198], [0.113, -0.066, 1.552], [-1.060, 1.620, 0.186], [-1.702, 0.514, -0.092], [-2.745, 0.042, -0.399], [2.173, 1.475, 0.307], [1.475, 2.624, -1.117], [2.993, 1.457, -1.391], [0.595, 0.595, 2.257], [0.965, -0.809, 1.374], [-0.765, -0.604, 2.055], [-0.898, -2.364, -0.537], [-1.784, -2.133, -0.181], [-1.220, -3.145, -1.147], [-0.694, -1.495, -1.057]],
  "atomic_forces_ev_per_a": [[-0.02, 1.10, -0.18], [0.05, -0.27, -0.18], [1.41, -0.43, -0.24], [0.92, -2.97, 0.67], [-1.60, 2.24, 0.23], [0.33, -0.92, -0.67], [-0.24, 0.65, 0.23], [0.14, 0.79, -1.32], [1.49, -1.93, 0.99], [-1.84, 0.25, 1.04], [-0.38, 0.98, -0.12], [-1.51, 0.45, 0.31], [1.41, 0.74, -0.56], [0.24, -0.71, -0.98], [-1.48, 0.55, 1.25], [1.09, 0.97, -0.05], [-0.02, -1.50, -0.42]],
  "total_energy_ha": -761.15409,
  "homo_ev": -9.3,
  "multiplicity": 1,
  "de_lowest_kcal_mol": 68.61,
  "charge": 0
}

***

{
  "formula": "C4H9NO2S",
  "method": "ωB97M-V/def2-TZVPD",
  "species": ["C", "C", "C", "C", "N", "O", "O", "S", "H", "H", "H", "H", "H", "H", "H", "H", "H"],
  "coordinates": [[2.629, 0.932, 0.095], [-0.465, 0.264, 1.195], [-1.630, 0.417, -0.878], [0.605, -0.855, -0.566], [-0.291, 0.374, -0.224], [1.967, 1.879, -0.148], [3.469, 0.162, 0.332], [-0.393, -2.383, -0.299], [-1.002, -0.724, 1.568], [0.473, 0.311, 1.837], [-0.992, 1.051, 1.685], [-1.610, -0.222, -1.818], [-2.375, 0.068, -0.186], [-1.841, 1.428, -1.090], [0.715, -0.964, -1.627], [0.284, 1.226, -0.466], [0.459, -2.963, 0.589]],
  "atomic_forces_ev_per_a": [[0.96, -0.21, -0.21], [0.31, -1.39, 4.54], [0.48, -1.14, -1.20], [-0.14, -0.59, 0.35], [0.35, -1.07, -0.79], [0.30, -0.70, 0.25], [-0.78, 0.69, -0.03], [0.96, 0.09, 0.44], [1.18, 1.95, -1.49], [-0.56, -0.40, -1.58], [-1.04, 1.02, -0.46], [-0.07, 0.97, 1.25], [-0.22, -0.40, 0.10], [-0.42, 1.17, -0.52], [-0.04, 1.03, -0.91], [-0.78, -1.17, 0.41], [-0.51, 0.15, -0.15]],
  "total_energy_ha": -761.13558,
  "homo_ev": -7.3,
  "multiplicity": 1,
  "de_lowest_kcal_mol": 80.22,
  "charge": 0
}

***

{
  "formula": "C4H9NO2S",
  "method": "ωB97M-V/def2-TZVPD",
  "species": ["O", "C", "O", "N", "C", "C", "C", "S", "H", "H", "H", "H", "H", "H", "H", "H", "H"],
  "coordinates": [[2.526, -0.631, -2.027], [1.429, -0.403, -1.697], [0.764, 0.460, -2.583], [0.880, -0.547, -0.462], [-0.528, -0.506, -0.380], [-1.098, 0.701, 0.382], [-0.511, 0.936, 1.857], [-0.680, -0.628, 2.883], [0.578, 0.139, -3.496], [1.477, -1.315, 0.045], [-0.930, -1.516, 0.070], [-1.051, -0.538, -1.358], [-0.913, 1.610, -0.305], [-2.230, 0.537, 0.502], [0.725, 0.968, 1.709], [-0.993, 1.755, 2.274], [0.555, -1.021, 2.585]],
  "atomic_forces_ev_per_a": [[3.40, -2.45, 0.06], [-0.73, 3.15, -1.58], [-2.28, -0.10, 0.22], [2.35, -2.19, -0.05], [-3.55, -2.29, 1.40], [-0.61, 0.66, 0.48], [3.66, -3.22, -3.34], [-0.28, 1.01, -0.26], [0.77, -0.11, 1.26], [-1.95, 2.08, -1.01], [0.87, 1.93, -0.33], [0.85, 0.28, 0.33], [-0.33, -1.08, 1.34], [1.54, 0.35, -0.37], [-3.49, 0.78, 0.63], [-0.34, 1.45, 1.12], [0.14, -0.26, 0.11]],
  "total_energy_ha": -761.19571,
  "homo_ev": -9.3,
  "multiplicity": 1,
  "de_lowest_kcal_mol": 42.49,
  "charge": 0
}

***

Repeat the first record exactly.
{
  "formula": "C4H9NO2",
  "method": "ωB97M-V/def2-TZVPD",
  "species": ["H", "N", "C", "O", "H", "H", "C", "C", "C", "O", "H", "H", "H", "H", "H", "H"],
  "coordinates": [[-1.991, -0.013, -2.443], [-1.301, 0.263, -1.751], [-1.714, 1.251, -1.075], [-0.987, 1.799, -0.093], [-2.669, 1.773, -1.189], [-0.211, 1.213, 0.026], [1.694, -1.082, -0.519], [0.595, -1.007, 0.497], [0.586, -0.204, 1.560], [-0.455, -0.214, 2.452], [1.263, -1.009, -1.524], [2.242, -2.028, -0.451], [2.418, -0.269, -0.394], [-0.282, -1.629, 0.336], [1.413, 0.473, 1.786], [-0.601, 0.682, 2.780]],
  "atomic_forces_ev_per_a": [[0.01, 0.04, 0.04], [-0.22, 0.33, 0.15], [-0.07, -0.17, -0.25], [0.08, -0.10, -0.08], [0.14, -0.10, -0.02], [-0.08, 0.03, 0.02], [0.08, 0.04, 0.00], [-0.06, 0.17, 0.21], [0.25, -0.15, -0.39], [-0.07, 0.14, 0.12], [0.10, 0.01, 0.18], [-0.10, 0.10, -0.03], [-0.09, -0.12, 0.01], [0.10, 0.03, 0.05], [-0.11, -0.10, -0.02], [0.04, -0.16, 0.01]],
  "total_energy_ha": -363.01033,
  "homo_ev": -8.9,
  "multiplicity": 1,
  "de_lowest_kcal_mol": 47.19,
  "charge": 0
}